This record from the Open Molecules 2025 dataset describes one molecule with the formula C6H11N in a non-equilibrium geometry. The level of theory is ωB97M-V/def2-TZVPD.

As for the SMILES: C=C(/C=C/C)NC. The calculation puts the total energy at -289.82445 a.u. As for the HOMO energy: -7.2 eV. The frontier orbital gap is 7.88 eV. The calculation puts the LUMO energy at 0.725 eV.

Cartesian coordinates (Å):
C -0.44 1.29 -1.56
N 0.86 1.00 -0.99
C 1.08 -0.31 -0.49
C 2.34 -0.81 -0.51
C -1.89 -0.30 1.65
C -0.40 -0.41 1.41
C -0.04 -0.97 0.19
H -0.57 0.73 -2.49
H -1.17 1.06 -0.78
H -0.54 2.36 -1.80
H 1.73 1.32 -1.38
H 2.60 -1.86 -0.49
H 3.15 -0.14 -0.30
H -2.04 -0.91 2.55
H -2.51 -0.67 0.85
H -2.09 0.75 1.89
H 0.35 -0.13 2.15
H -0.42 -1.99 0.10